16 unconnected molecules or ions with the total composition C37H53Br2N17 in a non-equilibrium geometry. Source: the OMol25 dataset; level of theory: ωB97M-V/def2-TZVPD.

The geometry in ORCA input format:
```
! RIJCOSX wB97M-V def2-TZVPD def2/J DEFGRID3
* xyz 0 1
C -4.8247 2.5407 6.0630
C -5.6628 3.6275 5.1855
Br -7.5733 3.5511 5.7770
C -5.4869 3.3338 3.5859
Br -6.3365 1.5662 3.0760
C -3.9529 3.3838 3.0765
C -3.8102 2.7525 1.5707
N -3.6287 2.2021 0.4766
C -3.2586 4.8461 3.1349
C -1.6359 4.6056 3.1527
N -0.4561 4.2725 3.3413
H -3.6965 2.8205 5.9198
H -4.9238 1.4573 5.6339
H -5.1451 2.5136 7.1719
H -5.2922 4.7231 5.3659
H -6.1559 4.1346 3.0524
H -3.3253 2.6872 3.7637
H -3.5649 5.4829 4.0500
H -3.5107 5.4238 2.1473
C 0.5483 4.3524 7.2153
C -0.8764 4.4700 7.6936
N -2.0150 4.5639 8.0760
H 0.7913 3.3048 7.0248
H 0.6789 4.9214 6.2924
H 1.2294 4.7436 7.9740
C 1.9679 5.3386 1.2903
C 2.3338 6.1552 0.0776
N 2.6264 6.8077 -0.8915
H 2.2491 5.8754 2.1987
H 0.8918 5.1551 1.3043
H 2.4920 4.3808 1.2658
C 1.9684 5.5701 -4.3583
C 2.5401 4.2989 -4.9301
N 3.0018 3.2776 -5.3921
H 2.4417 5.7919 -3.3990
H 2.1478 6.4006 -5.0444
H 0.8926 5.4591 -4.2072
C 1.0048 1.2973 -3.0444
C 1.5609 0.8889 -1.7045
N 2.0059 0.5626 -0.6337
H 1.2306 0.5325 -3.7906
H -0.0786 1.4182 -2.9754
H 1.4490 2.2437 -3.3595
C -5.7760 0.7975 -2.1838
C -6.6325 1.2041 -3.3554
N -7.3169 1.5287 -4.2918
H -4.9824 0.1257 -2.5186
H -5.3251 1.6815 -1.7277
H -6.3857 0.2839 -1.4374
C 1.7535 -2.4422 0.4566
C 1.2832 -3.4633 1.4703
N 0.9089 -4.2780 2.2810
H 2.3864 -1.7044 0.9428
H 2.3125 -2.9404 -0.3288
H 0.8919 -1.9369 0.0145
C 4.3854 3.7673 9.8908
C 3.6909 4.5841 8.8320
N 3.1359 5.2370 7.9856
H 4.0516 4.0825 10.8817
H 4.1522 2.7089 9.7563
H 5.4661 3.9061 9.8180
C -4.5215 -1.7568 -5.7382
C -3.9629 -2.1659 -4.3997
N -3.5161 -2.4930 -3.3296
H -4.3052 -2.5276 -6.4831
H -5.6034 -1.6249 -5.6654
H -4.0690 -0.8156 -6.0579
C -1.2609 -4.5528 -6.6925
C -2.4812 -4.0553 -7.4229
N -3.4569 -3.6571 -8.0066
H -1.3931 -4.4232 -5.6160
H -1.1053 -5.6123 -6.9069
H -0.3805 -3.9912 -7.0135
C -10.0819 -0.4803 3.4174
C -8.8114 -0.6349 2.6224
N -7.7960 -0.7582 1.9870
H -9.8451 -0.3611 4.4768
H -10.6304 0.3994 3.0739
H -10.7101 -1.3643 3.2898
C 0.2814 -7.5144 0.2051
C 0.6503 -6.7053 -1.0088
N 0.9474 -6.0507 -1.9750
H 0.5650 -6.9740 1.1112
H -0.7958 -7.6935 0.2198
H 0.8016 -8.4744 0.1852
C 5.3258 -1.5354 -2.4120
C 4.2098 -1.6769 -1.4089
N 3.3125 -1.7961 -0.6006
H 5.2412 -2.3111 -3.1763
H 5.2720 -0.5556 -2.8919
H 6.2912 -1.6378 -1.9135
C 7.6265 -4.1299 -0.0651
C 7.9906 -3.3148 -1.2794
N 8.2919 -2.6528 -2.2687
H 7.9153 -3.5948 0.8420
H 6.5488 -4.3075 -0.0461
H 8.1454 -5.0904 -0.0926
C 3.8749 -3.5161 -5.7405
C 2.6538 -3.0225 -6.4726
N 1.6783 -2.6255 -7.0562
H 3.7396 -3.3858 -4.6648
H 4.0360 -4.5747 -5.9535
H 4.7536 -2.9516 -6.0601
C 8.0436 -6.8220 -3.3695
C 6.8165 -6.3226 -4.0996
N 5.8360 -5.9297 -4.6859
H 7.9140 -6.6961 -2.2925
H 8.1991 -7.8807 -3.5877
H 8.9230 -6.2594 -3.6901
*
```

DFT total energy   -204630.831 eV
LUMO   0.063 eV
Frontier orbital gap   9.39 eV
HOMO   -9.3 eV



A molecular structure, C37H54CuN3OP2 in a non-equilibrium geometry. Source: the OMol25 dataset; level of theory: ωB97M-V/def2-TZVPD.

The geometry in ORCA input format:
```
! RIJCOSX wB97M-V def2-TZVPD def2/J DEFGRID3
* xyz 1 2
C -1.9927 -1.4421 -0.9567
C 0.2209 -1.3087 -1.8310
C -2.2902 -2.4936 -1.8138
C -0.1350 -2.2452 -2.8316
C -1.3485 -2.8969 -2.7575
H -3.2655 -2.9853 -1.7346
H 0.6143 -2.4940 -3.5706
H -1.5622 -3.7046 -3.4563
N -0.7712 -0.8738 -0.9550
P -2.7057 0.8229 0.5172
P 2.2963 -0.4481 -0.1922
C -3.1071 -0.8774 -0.0403
H -4.0747 -0.8530 -0.5840
H -3.2816 -1.5323 0.8422
C 0.1252 1.2735 1.8175
O 0.4670 1.9046 2.7174
C 1.6549 -1.1391 -1.7323
H 2.0871 -0.7468 -2.6960
C 3.7125 0.8736 -0.4523
C 3.0184 -2.2191 0.0372
C -3.4645 1.9216 -0.8065
C -3.5463 0.9250 2.1835
C 3.2371 2.2469 0.0665
H 2.9314 2.1935 1.1214
H 4.0783 2.9543 -0.0270
H 2.4007 2.6459 -0.5153
C 4.9534 0.4799 0.3562
H 4.7187 0.3685 1.4218
H 5.4151 -0.4407 -0.0147
H 5.6966 1.2855 0.2581
C 4.0622 0.9824 -1.9359
H 4.8878 1.7100 -2.0275
H 4.4250 0.0268 -2.3383
H 3.1994 1.3312 -2.5264
C 3.6634 -2.3057 1.4115
H 2.9931 -1.9075 2.1799
H 3.8643 -3.3606 1.6286
H 4.6060 -1.7571 1.4630
C 1.8425 -3.2133 -0.0247
H 1.0300 -2.9163 0.6504
H 1.4264 -3.2960 -1.0339
H 2.1973 -4.2107 0.2612
C 4.0042 -2.4777 -1.1145
H 3.6666 -2.0447 -2.0668
H 5.0094 -2.0930 -0.9011
H 4.0660 -3.5633 -1.2751
C -3.4351 2.3618 2.7214
H -3.8290 2.3697 3.7478
H -2.3919 2.7075 2.7644
H -4.0280 3.0797 2.1400
C -2.8073 -0.0186 3.1501
H -2.9395 -1.0711 2.8720
H -1.7359 0.2032 3.1984
H -3.2399 0.1190 4.1512
C -5.0131 0.4794 2.1104
H -5.3689 0.3564 3.1423
H -5.6608 1.2179 1.6282
H -5.1314 -0.4858 1.6008
C -2.9880 1.4877 -2.2053
H -3.4931 2.1293 -2.9421
H -1.9130 1.6233 -2.3374
H -3.2386 0.4451 -2.4341
C -3.0051 3.3677 -0.5537
H -1.9142 3.4658 -0.6220
H -3.4549 4.0058 -1.3284
H -3.3270 3.7505 0.4232
C -4.9942 1.8379 -0.7739
H -5.3639 0.8046 -0.8195
H -5.4206 2.3487 0.0981
H -5.3660 2.3580 -1.6684
Cu -0.5179 0.6612 0.2793
N 0.1664 2.1328 -1.0664
C 0.4310 2.1327 -2.2135
C 0.8976 2.0603 -3.5587
C 0.8429 3.4082 -3.9551
C 1.1730 1.0508 -4.5439
C 0.9311 3.8167 -5.2551
H 0.6301 4.1038 -3.1197
C 1.3188 1.4820 -5.8854
H 1.2630 -0.0347 -4.3467
C 1.1821 2.8419 -6.2304
H 0.8021 4.8952 -5.3995
H 1.5294 0.7771 -6.7068
H 1.2657 3.2061 -7.2610
C 0.4692 -3.5495 6.2495
C 0.4934 -2.7010 5.0202
C 1.2717 -1.5306 4.9784
C 1.2674 -0.7548 3.8177
N 0.5411 -1.0682 2.7424
C -0.1891 -2.1933 2.7631
C -0.2446 -3.0312 3.8792
H 1.4763 -3.8838 6.5155
H 0.0710 -2.9904 7.1017
H -0.1593 -4.4272 6.0849
H 1.8742 -1.2190 5.8335
H 1.8704 0.1483 3.7759
H -0.7613 -2.4454 1.8687
H -0.8627 -3.9313 3.8464
*
```

Expectation value of S²   0.77
DFT total energy   -108973.231 eV
LUMO (spin up / spin down)   -2.597 / -3.714 eV
Frontier orbital gap (spin up / spin down)   6.98 / 5.92 eV
HOMO (spin up / spin down)   -9.6 / -9.6 eV
Energy above the lowest of the compared OMol25 structures with the same formula, charge and spin   9.8 kcal per mole



A molecular structure, C37H55AuClNP in a non-equilibrium geometry. Source: the OMol25 dataset; level of theory: ωB97M-V/def2-TZVPD.

The geometry in ORCA input format:
```
! RIJCOSX wB97M-V def2-TZVPD def2/J DEFGRID3
* xyz -1 3
Au 0.2174 -0.1912 0.7632
P -0.8766 0.3709 -1.3046
Cl -1.0493 -2.2119 0.8699
C 2.4626 0.0982 -0.6780
H 2.7090 0.6918 -1.5344
H 3.2723 -0.4203 -0.2849
C -2.7013 0.3924 -0.9989
C -0.4383 -1.0664 -2.3570
C -3.6181 1.0043 -2.0772
H -2.9180 -0.6918 -0.9313
C -5.0922 0.7539 -1.7126
H -3.4368 2.0905 -2.1351
H -3.3950 0.5883 -3.0757
C -5.4598 1.2428 -0.3092
H -5.7260 1.2510 -2.4559
H -5.2976 -0.3225 -1.7912
C -4.4749 0.7777 0.7583
H -5.5051 2.3385 -0.3052
H -6.4607 0.8857 -0.0531
C -3.0114 1.0363 0.3633
H -4.6717 1.2848 1.7080
H -4.5861 -0.3011 0.9329
H -2.8349 2.1203 0.2829
H -2.3350 0.6427 1.1368
C -0.3030 1.9522 -2.1459
C 1.0685 -1.0535 -2.5955
H -0.7020 -1.9063 -1.6871
C 1.5361 -2.1949 -3.5030
H 1.4315 -0.0686 -2.9508
H 1.8456 -0.8868 -1.4438
C 0.6626 -2.4186 -4.7480
H 2.5624 -1.9503 -3.8085
H 1.5672 -3.1546 -2.9614
C -0.8201 -2.5243 -4.4021
H 0.8213 -1.6305 -5.4906
H 0.9749 -3.3467 -5.2278
C -1.3274 -1.3418 -3.5974
H -1.4117 -2.6648 -5.3097
H -0.9615 -3.4245 -3.8010
H -1.3914 -0.4589 -4.2359
H -2.3566 -1.5470 -3.2866
C -0.7998 3.2173 -1.4303
H 0.7898 1.9110 -2.0192
C -0.0995 4.4377 -2.0481
H -1.8917 3.3027 -1.5578
H -0.6050 3.1619 -0.3432
C -0.3742 4.5374 -3.5544
H -0.4459 5.3484 -1.5448
H 0.9860 4.3473 -1.8799
C -0.0572 3.2358 -4.3046
H -1.4280 4.8090 -3.7129
H 0.2240 5.3496 -3.9841
C -0.6281 1.9895 -3.6400
H -0.4469 3.3024 -5.3227
H 1.0332 3.1219 -4.3792
H -1.7228 1.9387 -3.7686
H -0.2168 1.1081 -4.1390
C 1.4867 1.5661 1.0830
C 2.8906 1.3760 0.3324
H 1.0203 2.4941 0.5773
C 4.0357 1.2347 1.4395
H 3.1725 2.3466 -0.2724
C 3.6031 0.5376 2.7204
H 4.7674 0.6481 0.9029
H 4.4914 2.2461 1.7259
C 2.5910 1.4071 3.4724
H 3.1292 -0.4337 2.5648
H 4.4897 0.3044 3.3374
C 1.3443 1.7225 2.6059
H 2.3021 0.8644 4.4106
H 3.1022 2.3557 3.7610
H 0.5711 0.9953 2.9319
H 0.9801 2.7231 2.9122
C 2.3651 -5.6139 1.8366
C 3.2151 -4.5496 1.4995
C 2.9853 -3.2933 2.0242
C 1.8994 -3.0702 2.9237
C 1.0064 -4.1441 3.1895
C 1.2517 -5.4076 2.6513
N 1.8048 -1.8734 3.5175
C 0.8948 -1.5043 4.4630
C -0.5096 -1.5030 4.2440
C -1.3992 -0.9102 5.1292
C -0.8968 -0.3549 6.3152
C 0.4647 -0.4102 6.6098
C 1.3463 -0.9614 5.6870
H 2.5570 -6.6124 1.4427
H 4.0635 -4.7135 0.8369
H 3.6262 -2.4495 1.7901
H 0.1338 -3.9462 3.8044
H 0.5704 -6.2181 2.9153
H -0.8560 -1.9347 3.2947
H -2.4532 -0.8844 4.8839
H -1.5961 0.0973 7.0188
H 0.8507 -0.0148 7.5604
H 2.4122 -0.9792 5.8700
*
```

Expectation value of S²   2.02
DFT total energy   -66251.430 eV
LUMO (spin up / spin down)   2.184 / 1.394 eV
Frontier orbital gap (spin up / spin down)   4.77 / 3.94 eV
HOMO (spin up / spin down)   -2.6 / -2.5 eV



A molecular structure, C37H56BaClFN7O4PSi in a non-equilibrium geometry. Source: the OMol25 dataset; level of theory: ωB97M-V/def2-TZVPD.

The geometry in ORCA input format:
```
! RIJCOSX wB97M-V def2-TZVPD def2/J DEFGRID3
* xyz -2 1
Ba 0.7332 -0.1741 -0.4800
C 2.2557 3.8545 0.9411
C 0.8161 4.3467 0.7704
C -0.1279 3.7709 1.7894
C -1.1091 4.5393 2.4098
C -1.9725 3.9225 3.3029
C -1.8311 2.5664 3.5471
C -0.8259 1.8754 2.8792
N 0.0047 2.4672 2.0268
N 2.6521 2.8667 -0.0525
C 3.8774 2.2084 0.3633
C 3.7575 1.5010 1.6907
C 4.8318 1.4813 2.5742
C 4.7123 0.7651 3.7546
C 3.5253 0.1006 4.0146
C 2.5022 0.1793 3.0765
N 2.6174 0.8646 1.9416
C 2.7953 3.4903 -1.3538
C 2.9634 2.5431 -2.5249
C 3.3012 3.0309 -3.7858
C 3.4065 2.1385 -4.8398
C 3.1815 0.7884 -4.6118
C 2.8515 0.4058 -3.3240
N 2.7518 1.2551 -2.3099
H 2.3591 3.3901 1.9209
H 2.9498 4.7194 0.9182
H 0.4429 4.0413 -0.2106
H 0.7751 5.4393 0.8093
H -1.1944 5.5959 2.1850
H -2.7513 4.4947 3.7952
H -2.4913 2.0388 4.2224
H -0.6926 0.8013 3.0127
H 4.7128 2.9363 0.4179
H 4.1352 1.4483 -0.3746
H 5.7401 2.0207 2.3327
H 5.5344 0.7297 4.4613
H 3.3835 -0.4730 4.9216
H 1.5576 -0.3498 3.2180
H 3.6409 4.2105 -1.3558
H 1.8900 4.0660 -1.5543
H 3.4588 4.0933 -3.9323
H 3.6472 2.4967 -5.8345
H 3.2233 0.0600 -5.4099
H 2.6465 -0.6316 -3.0807
C -2.3958 3.6255 -1.4785
C -1.3192 2.9057 -2.2720
O -0.1568 2.9831 -1.8979
C -1.7081 2.1839 -3.4935
C -2.8584 2.5838 -4.1802
C -3.2400 2.0299 -5.3871
C -2.4357 1.0111 -5.9216
C -1.3175 0.5667 -5.2653
C -0.8927 1.1038 -3.9965
O 0.1050 0.6251 -3.3932
H -2.6568 4.5645 -1.9771
H -2.0009 3.8562 -0.4906
H -3.2920 3.0152 -1.3806
H -3.4696 3.3703 -3.7513
H -4.1327 2.3671 -5.8987
H -2.7075 0.5580 -6.8717
H -0.7083 -0.2323 -5.6749
C -0.2063 -3.9908 1.1552
N -1.2977 -3.5355 0.2841
C -2.3412 -2.8113 1.0231
P -0.9271 -3.2534 -1.2867
O 0.2087 -2.3390 -1.5995
N -2.2958 -2.7542 -2.0401
C -2.2908 -1.6397 -2.9841
C -3.5978 -3.3412 -1.8053
N -0.4660 -4.7897 -1.8096
C -1.2969 -5.9400 -1.5326
C 0.1749 -4.8548 -3.1092
H 0.1570 -3.1580 1.7637
H 0.6040 -4.4118 0.5623
H -0.5841 -4.7641 1.8346
H -1.8787 -2.2308 1.8259
H -3.0455 -3.5329 1.4570
H -2.8785 -2.1234 0.3759
H -1.2800 -1.2649 -3.1181
H -2.9171 -0.8261 -2.6131
H -2.6701 -1.9801 -3.9549
H -3.5419 -4.1295 -1.0551
H -4.0011 -3.7710 -2.7315
H -4.2927 -2.5765 -1.4442
H -1.7462 -5.8458 -0.5456
H -0.6851 -6.8484 -1.5497
H -2.1004 -6.0677 -2.2752
H 0.7563 -3.9513 -3.2766
H -0.5587 -4.9605 -3.9232
H 0.8490 -5.7169 -3.1481
C -1.9084 -3.0023 5.2155
Si -0.3175 -2.0725 4.7340
C -0.0290 -0.8262 6.1509
C 1.0554 -3.3726 4.9572
O -0.3783 -1.4216 3.2965
H -1.8965 -3.3336 6.2596
H -2.0481 -3.8820 4.5795
H -2.7781 -2.3545 5.0697
H -0.4313 -1.1878 7.1033
H -0.5131 0.1261 5.9178
H 1.0356 -0.6207 6.2957
H 0.9928 -3.8689 5.9320
H 2.0509 -2.9243 4.8650
H 0.9750 -4.1387 4.1799
F 2.7434 -0.9885 -0.2760
Cl -3.7282 0.2499 -0.2941
C -1.9813 0.4507 0.4784
H -2.1515 0.0079 1.4688
H -1.9933 1.5352 0.6554
*
```

DFT total energy   -91005.693 eV
LUMO   4.115 eV
Frontier orbital gap   5.42 eV
HOMO   -1.3 eV
Energy above the lowest of the compared OMol25 structures with the same formula, charge and spin   0.0 kcal per mole